(1)
Formula: C18H60F3LiO17
Source: the Open Molecules 2025 dataset
Level of theory: wB97M-V/def2-TZVPD

CARTESIAN COORDINATES (ANGSTROEM)
1 Li 11.90564 -0.16389 8.29029
2 C 9.62060 -1.19623 7.44055
3 O 10.94478 -1.77112 7.20839
4 O 9.77983 -0.21557 8.40554
5 C 9.08730 -0.85759 6.00550
6 F 9.92560 -0.84441 4.96104
7 F 8.01318 -1.67904 5.65429
8 F 8.46301 0.30864 5.89676
9 C 10.91671 -3.10958 6.80108
10 C 12.22475 -3.40498 6.08467
11 H 12.47235 -2.65126 5.33605
12 H 12.95415 -3.15371 6.86131
13 H 12.31762 -4.44534 5.78235
14 H 10.10044 -3.39979 6.13380
15 H 10.90397 -3.87292 7.58463
16 H 9.00257 -1.95600 7.92484
17 C 10.97860 1.01745 2.76701
18 O 11.94676 1.74805 2.02122
19 C 12.12326 3.03680 2.48817
20 C 13.34901 3.56832 1.77992
21 O 14.01051 4.53948 2.57827
22 C 15.17366 5.05259 1.92264
23 H 10.00759 1.48823 2.92155
24 H 11.46028 0.74916 3.71316
25 H 10.83917 0.01245 2.36593
26 H 12.42054 2.91743 3.53604
27 H 11.26922 3.68697 2.28920
28 H 13.02677 4.02727 0.84074
29 H 14.06101 2.76496 1.57779
30 H 15.67686 5.87500 2.42824
31 H 14.88818 5.51966 0.97487
32 H 15.86913 4.24440 1.68860
33 C 5.82409 3.73407 7.15786
34 O 5.62279 3.13247 8.37324
35 C 4.59380 2.14274 8.46756
36 C 4.71073 1.41255 9.78550
37 O 5.95315 0.71769 9.93795
38 C 6.16747 -0.36436 9.07324
39 H 6.66319 4.39558 7.37688
40 H 4.98888 4.36896 6.83675
41 H 6.02608 3.06694 6.31568
42 H 4.66527 1.37059 7.69697
43 H 3.64694 2.68397 8.40542
44 H 3.92762 0.69337 10.03866
45 H 4.55761 2.18888 10.53781
46 H 6.21628 -0.09386 8.01390
47 H 5.44537 -1.15437 9.28982
48 H 7.18553 -0.74811 9.16412
49 O 12.76201 -0.05903 6.37901
50 H 12.30423 -0.67327 5.79617
51 H 13.68324 -0.10086 6.10703
52 O 7.76230 3.11478 3.80387
53 H 7.03902 3.72354 3.64339
54 H 7.36063 2.37391 4.28170
55 O 10.02467 -0.63814 11.51477
56 H 9.72744 -0.48767 10.61036
57 H 9.22549 -0.58158 12.04293
58 O 15.44204 -3.70329 5.23150
59 H 14.64421 -3.18006 5.13001
60 H 15.31209 -4.45385 4.64346
61 O 8.65989 1.80811 10.02506
62 H 8.92828 1.07688 9.45431
63 H 7.75864 1.58840 10.28374
64 C 5.29376 1.42441 3.51482
65 O 5.91074 1.32019 4.82345
66 H 5.55473 2.35997 3.03323
67 H 5.59154 0.54711 2.93719
68 H 4.20973 1.31022 3.57916
69 H 5.45656 0.56527 5.20750
70 C 8.09707 -5.68505 7.56946
71 O 8.10835 -6.08293 6.21315
72 H 8.85780 -6.18579 8.16661
73 H 8.35428 -4.62188 7.56762
74 H 7.13004 -5.78231 8.06451
75 H 7.25564 -5.94233 5.79643
76 C 8.15972 -2.89872 2.61507
77 O 6.96019 -2.74508 3.33295
78 H 8.70093 -1.95662 2.47255
79 H 8.90011 -3.47237 3.17824
80 H 7.88688 -3.23247 1.61602
81 H 7.15167 -2.21887 4.11581
82 C 13.68355 -7.69671 3.96351
83 O 14.04935 -6.60600 4.85945
84 H 14.27869 -7.78063 3.05556
85 H 13.56487 -8.62728 4.51664
86 H 12.67747 -7.49718 3.58873
87 H 14.31623 -6.96797 5.70737
88 C 14.45001 -3.37898 1.96928
89 O 13.63756 -2.77874 2.96235
90 H 15.44428 -3.30169 2.41685
91 H 14.23437 -4.43798 1.82604
92 H 14.43958 -2.93750 0.97101
93 H 14.17918 -2.01371 3.17536
94 C 10.78638 3.40450 6.09074
95 O 10.23613 3.02305 7.36571
96 H 10.87631 4.48562 6.02743
97 H 11.78551 2.96152 6.02266
98 H 10.28477 2.93808 5.24070
99 H 10.07584 2.07493 7.32485

Atomic forces in eV per Å
Li -1.0 -0.1 -0.4
C 1.3 0.7 2.7
O -0.9 0.0 0.3
O 0.6 -0.5 -2.6
C -2.6 1.1 -0.9
F 0.7 -0.9 0.5
F 1.2 -1.0 0.6
F 0.4 1.4 1.1
C 0.8 -1.8 -1.4
C 0.4 1.1 1.2
H -0.5 -0.5 -0.7
H 0.4 -0.6 0.0
H 0.1 0.2 -0.3
H -0.4 0.7 0.0
H -0.4 0.6 0.7
H -0.4 -0.5 -0.8
C 1.0 -0.8 0.5
O -1.4 -1.4 -1.1
C 1.3 0.1 0.6
C 0.4 0.7 -0.2
O 0.5 0.6 0.2
C -0.8 -0.1 -0.8
H 0.1 0.3 -0.1
H -0.3 0.5 0.5
H -0.1 0.3 -0.8
H -0.5 0.8 0.4
H -0.2 -0.1 0.5
H 0.2 0.0 -0.3
H -0.2 -0.3 -0.1
H -0.3 -0.4 0.8
H -0.1 -0.2 -0.3
H 0.2 0.0 0.1
C 0.3 1.1 -0.8
O -0.7 -1.9 1.6
C 0.4 0.2 -0.4
C 0.2 0.1 0.4
O 0.2 0.9 0.5
C 0.3 -0.1 -0.4
H 0.1 0.0 -0.6
H -0.3 0.1 0.2
H 0.3 -0.2 0.3
H 0.0 0.4 -0.6
H -0.4 -0.4 -0.1
H -0.4 0.0 -0.8
H 1.0 -0.2 0.4
H -0.7 0.2 -0.1
H -0.1 -0.2 -0.3
H 0.0 0.1 0.9
O 0.4 0.3 0.3
H -0.3 -0.1 0.1
H 0.1 0.2 0.0
O 0.3 -0.1 -0.1
H 0.0 0.2 0.1
H 0.1 0.1 0.1
O 0.2 -0.4 0.0
H 0.0 0.2 -0.2
H 0.0 0.2 0.0
O 0.4 0.2 0.1
H -0.2 -0.2 -0.1
H -0.2 -0.2 0.1
O 0.1 0.0 0.3
H 0.0 0.1 -0.3
H -0.2 0.1 -0.1
C -0.4 -1.1 0.3
O -0.8 0.1 -0.9
H 0.1 -0.2 0.1
H 0.4 0.3 -0.4
H -0.1 0.5 0.2
H 0.3 0.0 0.4
C -0.1 1.2 -0.1
O 0.3 -0.8 -0.1
H 0.0 -0.4 -0.3
H 0.0 0.1 0.4
H 0.0 -0.2 -0.1
H -0.1 0.1 0.2
C 0.5 0.9 0.1
O -0.4 0.2 0.1
H -0.3 0.4 -0.1
H -0.2 -0.8 -0.4
H 0.3 -0.6 0.2
H -0.1 -0.1 -0.1
C -1.1 0.6 0.6
O 0.0 -0.6 -1.0
H 0.7 0.0 0.4
H 0.5 -0.1 -0.2
H -0.1 0.2 0.1
H 0.1 -0.1 -0.1
C 1.1 -0.7 0.3
O -0.5 0.4 -0.4
H 0.4 -0.4 -0.8
H -0.3 0.0 0.3
H -0.3 0.5 0.2
H -0.5 0.3 0.3
C 0.7 -1.3 0.6
O 0.1 0.4 -0.8
H -0.3 -0.1 0.0
H 0.4 0.4 0.0
H -0.6 0.5 0.0
H -0.3 -0.1 0.2

Output
E (Ha): -2307.8028
Multiplicity: 1
Kohn-Sham gap (eV): 9.0
HOMO (eV): -9.29

***

(2)
Formula: C18H60N10O12
Source: the Open Molecules 2025 dataset
Level of theory: wB97M-V/def2-TZVPD

CARTESIAN COORDINATES (ANGSTROEM)
1 C -2.44987 2.09994 3.29323
2 C -1.99887 1.08294 2.25823
3 O -0.84187 0.44394 2.67823
4 H -3.41187 2.56194 2.96823
5 H -1.67987 2.85594 3.34623
6 H -2.45587 1.66194 4.32023
7 H -1.87987 1.66894 1.27823
8 H -2.75687 0.33994 2.05523
9 H -0.45587 0.01794 1.89323
10 C -0.18787 3.36994 -4.23977
11 C 1.30513 3.12894 -3.94577
12 O 1.52213 2.07894 -3.01877
13 H -0.72487 3.16194 -3.34677
14 H -0.54287 2.57994 -4.97977
15 H -0.28687 4.35394 -4.63477
16 H 1.66713 4.02894 -3.46377
17 H 1.77213 2.95794 -4.89277
18 H 2.51113 2.08694 -2.84877
19 C -4.07087 -2.45306 0.82923
20 C -3.12887 -3.07306 1.78923
21 O -1.76987 -2.87206 1.47923
22 H -3.97287 -2.90506 -0.07577
23 H -3.89187 -1.40906 0.81923
24 H -5.10587 -2.61006 1.10723
25 H -3.25487 -4.12706 1.90923
26 H -3.28287 -2.81006 2.76923
27 H -1.36687 -2.91206 2.31723
28 C 2.29613 -2.90206 0.30723
29 C 1.51613 -3.27806 1.53123
30 O 1.05213 -2.15106 2.30723
31 H 1.56613 -2.42406 -0.39077
32 H 2.67213 -3.82706 -0.17577
33 H 3.07713 -2.18506 0.52123
34 H 2.17013 -3.90906 2.09423
35 H 0.72413 -3.85906 1.24423
36 H 1.81713 -1.67606 2.69623
37 C -0.51487 -0.32806 -3.97377
38 C -0.98387 -0.95806 -5.18677
39 O -0.26687 -2.16706 -5.33577
40 H -0.91187 0.72794 -3.82077
41 H 0.56913 -0.23106 -4.06077
42 H -0.66387 -1.00206 -3.09477
43 H -0.78587 -0.39406 -6.04477
44 H -2.11087 -1.09706 -5.21177
45 H 0.64913 -1.94706 -5.53377
46 C 3.32913 3.54394 -0.79277
47 C 4.41013 2.48794 -1.06577
48 O 4.35013 2.11394 -2.42277
49 H 3.37013 3.71494 0.27723
50 H 2.31113 3.24394 -1.00677
51 H 3.47613 4.43994 -1.35177
52 H 4.40213 1.74394 -0.29477
53 H 5.39213 2.94494 -0.84777
54 H 4.58013 1.15894 -2.45077
55 C -1.84387 -5.25306 -0.85377
56 O -2.88287 -5.61006 -0.00877
57 N -1.33687 -6.05406 -1.78877
58 N -1.21087 -4.12206 -0.83477
59 H -1.87887 -6.95806 -1.84677
60 H -0.59187 -5.78806 -2.48477
61 H -1.46587 -3.55406 -0.02377
62 H -0.46087 -3.83106 -1.43477
63 C -1.26887 -2.17406 5.12823
64 O -1.96287 -2.93306 6.13123
65 N -1.16287 -0.83906 5.06423
66 N -0.48887 -2.81206 4.30523
67 H -1.70987 -0.19606 5.72823
68 H -0.80987 -0.36906 4.20623
69 H -0.46287 -3.91406 4.33023
70 H 0.12413 -2.34506 3.62123
71 C 0.32313 3.85794 0.85823
72 O 0.84513 2.98894 1.83223
73 N -0.23887 3.52894 -0.21177
74 N 0.23913 5.08894 1.20123
75 H -0.17187 2.45994 -0.44477
76 H -0.40087 4.20294 -1.01377
77 H 0.56013 5.34594 2.17723
78 H -0.02487 5.92494 0.68623
79 C 0.67313 0.30894 -0.29477
80 O 1.98013 0.52794 -0.11577
81 N -0.03387 -0.49606 0.37323
82 N -0.02587 0.98694 -1.08977
83 H 0.52313 -1.21606 0.96223
84 H -0.96687 -0.85206 0.07623
85 H 0.49813 1.46394 -1.89477
86 H -1.03587 0.74094 -1.27677
87 C 4.12613 2.14394 2.62123
88 O 5.44913 2.33494 2.90823
89 N 3.24613 2.93194 3.02223
90 N 3.66913 1.08894 2.04323
91 H 3.61013 3.83594 3.32123
92 H 2.33613 2.91194 2.57923
93 H 4.40513 0.57994 1.50223
94 H 2.76413 1.18494 1.56323
95 C -3.22587 -0.62406 -1.98477
96 O -2.79787 0.18994 -0.88877
97 H -3.58587 0.00294 -2.83377
98 H -4.06587 -1.16106 -1.62277
99 H -2.49987 -1.31306 -2.34677
100 H -3.51187 0.68894 -0.52777

Atomic forces in eV per Å
C 0.0 -0.3 0.3
C -0.7 1.4 -1.0
O 0.6 0.1 0.2
H 0.6 -0.4 0.6
H 0.2 0.4 -0.1
H -0.6 0.2 -0.8
H 0.3 -0.8 1.1
H -0.6 -0.3 0.0
H 0.1 0.3 0.3
C 1.1 -2.7 -1.0
C -1.2 0.7 0.5
O 1.2 -0.1 -0.7
H -0.8 0.4 0.9
H 0.3 1.2 0.7
H -0.5 0.7 -0.2
H 0.5 0.4 -0.2
H 0.8 -0.1 -0.5
H -0.9 -0.3 0.2
C -0.5 0.4 2.2
C -0.5 -1.7 -0.2
O -0.2 1.1 -1.7
H 0.5 -1.0 -2.9
H 0.1 1.2 -0.4
H -0.2 -0.1 0.4
H -0.5 -1.0 -0.8
H -0.5 1.7 2.4
H 1.4 0.0 1.7
C -1.2 0.3 -1.3
C 2.5 0.9 0.6
O 1.3 0.1 -0.6
H 0.9 -0.2 0.1
H 0.0 0.6 0.3
H 0.3 0.0 -0.1
H 0.3 -0.3 1.1
H -2.5 -1.2 -0.4
H -0.3 -0.3 -0.4
C 0.6 1.7 2.2
C -1.7 -1.2 -0.6
O -0.4 -1.2 -0.2
H 0.3 -1.5 0.1
H 0.1 0.3 0.2
H -0.1 0.8 -0.6
H 0.2 1.4 -1.3
H 1.3 -0.5 0.2
H -0.1 0.0 0.0
C 0.3 -1.0 0.6
C 0.4 2.5 0.9
O -0.1 -2.1 -0.4
H 0.0 0.5 0.2
H 0.0 -0.6 0.0
H 0.5 0.8 -0.3
H -0.7 -1.1 -0.3
H -0.2 0.2 -0.4
H -0.2 0.9 -0.3
C -4.4 -2.8 2.9
O 5.2 1.8 -4.3
N -0.8 -3.5 -1.6
N 0.0 3.5 1.8
H 1.3 1.5 -0.4
H -1.6 -0.6 1.4
H 0.5 0.3 -0.2
H -0.1 -0.4 -0.1
C -3.7 -2.9 7.1
O 3.1 4.3 -5.2
N -1.5 2.2 1.3
N 1.3 -4.6 -2.3
H 1.1 -2.0 -1.4
H -0.4 -0.5 0.7
H -0.3 3.4 0.3
H -0.6 -0.5 0.8
C 3.1 -4.0 7.6
O -2.7 3.1 -4.8
N -1.7 -3.3 -6.3
N 1.2 5.8 4.1
H -0.2 2.2 0.1
H 0.2 -1.2 1.8
H -0.4 -0.8 -1.9
H -0.1 -0.9 -0.4
C 8.5 1.4 1.1
O -4.6 -1.3 -0.7
N -1.5 -7.3 4.4
N -3.2 4.2 -6.7
H -1.4 1.6 -1.0
H 1.0 0.7 0.2
H -0.6 -0.7 1.1
H 1.5 0.3 0.5
C 10.1 0.0 2.1
O -5.1 -0.9 -1.6
N -3.0 5.4 2.2
N 0.0 -4.4 -3.4
H -0.3 -0.5 0.1
H -0.6 0.3 0.1
H -1.2 0.5 0.8
H 0.5 -0.4 0.0
C -1.7 1.6 -0.3
O 1.9 -0.7 -0.8
H 0.4 -0.3 0.4
H -0.8 -0.9 0.0
H 0.8 -0.2 0.2
H -0.9 0.4 0.2

Output
Energy above the lowest of the compared OMol25 structures with the same formula, charge and spin (kJ/mol): 640.8
E (Ha): -2172.1222
SMILES: NC(N)=O.NC(N)=O.NC(N)=O.NC(N)=O.NC(N)=O.CCO.CCO.CCO.CCO.CCO.CCO.CO
Multiplicity: 1
Kohn-Sham gap (eV): 8.0
HOMO (eV): -8.16

***

(3)
Formula: C18H60O12
Source: the Open Molecules 2025 dataset
Level of theory: wB97M-V/def2-TZVPD

CARTESIAN COORDINATES (ANGSTROEM)
1 C -0.52196 -4.55894 2.29024
2 C -0.27426 -4.72462 3.79106
3 C -1.10086 -3.77131 4.66658
4 O -0.62311 -6.04182 4.20965
5 H -0.17181 -5.42963 1.72954
6 H -0.04038 -3.67360 1.86842
7 H -1.56502 -4.47422 1.96942
8 H 0.79143 -4.60231 3.97539
9 H -0.90564 -2.70971 4.48675
10 H -0.98427 -4.02110 5.72133
11 H -2.18261 -3.88366 4.52699
12 H -1.55557 -6.19342 4.02559
13 C -0.20237 0.59188 -1.17132
14 C -0.34154 0.31902 0.31572
15 C -0.49341 -1.16673 0.61077
16 O 0.80307 0.83838 1.01057
17 H 0.75870 0.15474 -1.46584
18 H -0.16304 1.65522 -1.40635
19 H -1.00164 0.13910 -1.75501
20 H -1.20105 0.85618 0.72524
21 H 0.41456 -1.72270 0.37636
22 H -1.32537 -1.60993 0.06071
23 H -0.72932 -1.32084 1.66604
24 H 1.53556 0.31904 0.62726
25 C 3.76704 2.56759 -1.43474
26 C 3.44359 2.72734 -2.92153
27 C 2.13396 3.47505 -3.17975
28 O 4.49458 3.45895 -3.53740
29 H 3.84759 3.53607 -0.93328
30 H 4.65515 1.97058 -1.24658
31 H 2.91471 2.09365 -0.92850
32 H 3.36077 1.73100 -3.35462
33 H 1.96669 3.51311 -4.25346
34 H 2.12534 4.48071 -2.75470
35 H 1.28615 2.96236 -2.71367
36 H 4.52991 4.35894 -3.20892
37 C -2.20731 -4.21603 -1.36803
38 O -1.64595 -4.04980 -2.65489
39 H -1.52632 -4.71948 -0.67285
40 H -2.55115 -3.24614 -0.99230
41 H -3.07672 -4.87102 -1.45839
42 H -0.83159 -3.51649 -2.58017
43 C 3.35109 2.60180 2.91574
44 O 2.08842 2.07483 3.27717
45 H 3.25022 3.47600 2.26102
46 H 3.93059 2.95543 3.76730
47 H 3.89583 1.78774 2.42676
48 H 1.71482 1.65239 2.48759
49 C -4.18726 -0.41079 -1.30548
50 O -5.19322 0.59187 -1.46524
51 H -4.62801 -1.37472 -1.04123
52 H -3.58918 -0.46631 -2.20970
53 H -3.52970 -0.11852 -0.47662
54 H -5.74357 0.55230 -0.67815
55 C -0.63886 2.28845 -5.18588
56 O -1.25341 1.34755 -4.32225
57 H 0.40196 2.02473 -5.34813
58 H -1.15296 2.33453 -6.14742
59 H -0.66051 3.27366 -4.71288
60 H -2.18006 1.55931 -4.18931
61 C 4.32103 -0.56146 0.40991
62 O 3.01717 -0.85400 0.92331
63 H 5.06737 -1.17990 0.90838
64 H 4.29575 -0.74445 -0.66601
65 H 4.57758 0.47609 0.60764
66 H 3.00887 -1.75004 1.26683
67 C -3.86310 -2.82354 2.06508
68 O -4.14524 -4.09440 2.65807
69 H -4.72032 -2.15199 1.99071
70 H -3.07539 -2.32239 2.62717
71 H -3.45192 -3.06290 1.07656
72 H -4.96316 -4.38091 2.23905
73 C -2.85022 3.93743 2.18038
74 O -2.93153 5.10127 1.38185
75 H -2.13070 3.23099 1.75246
76 H -2.56440 4.19043 3.20912
77 H -3.80339 3.41120 2.26667
78 H -2.04233 5.26498 1.03600
79 C 0.82149 4.56068 0.38291
80 O -0.18150 5.50988 0.67689
81 H 1.01239 4.42831 -0.68697
82 H 1.77829 4.77465 0.87246
83 H 0.53406 3.57208 0.74558
84 H 0.10902 6.36948 0.35833
85 C 2.02932 -2.44681 -1.91314
86 O 0.75070 -2.56627 -2.50957
87 H 2.04062 -2.78912 -0.88223
88 H 2.77487 -2.98713 -2.50080
89 H 2.34965 -1.40124 -1.84651
90 H 0.75225 -2.08656 -3.34472

Atomic forces in eV per Å
C -0.1 0.0 -0.6
C -1.5 0.2 -0.1
C -0.3 0.3 0.0
O 0.6 -0.4 -0.1
H 0.4 0.0 0.2
H 0.2 0.0 0.2
H -0.2 0.0 0.6
H 0.0 -0.1 0.2
H 0.3 -0.1 0.1
H 0.5 0.2 0.0
H 0.1 -0.3 -0.5
H 0.0 0.2 -0.1
C 0.3 -0.1 0.1
C -0.2 0.2 0.1
C -0.4 0.0 0.3
O 0.0 -0.3 -0.7
H -0.1 0.0 -0.3
H -0.1 0.0 0.1
H 0.0 -0.1 0.0
H 0.0 0.0 0.0
H 0.0 0.0 -0.1
H 0.1 0.1 -0.2
H 0.2 0.1 0.1
H 0.1 0.2 0.6
C -1.1 -0.1 0.3
C -0.1 1.2 1.0
C -0.3 -0.6 0.4
O 0.5 -0.8 -0.8
H 0.3 0.1 -0.2
H 0.1 0.1 -0.2
H 0.1 -0.2 0.0
H 0.4 0.1 -0.4
H 0.0 0.2 0.0
H 0.3 0.1 -0.1
H 0.0 -0.1 -0.1
H -0.2 0.0 0.2
C -0.1 -0.1 -0.4
O 0.2 0.0 0.0
H 0.1 0.3 0.1
H 0.1 -0.1 0.3
H 0.0 0.1 -0.1
H -0.3 -0.4 0.1
C -0.2 -0.3 -0.4
O 0.1 0.3 0.3
H 0.1 -0.2 -0.2
H -0.3 -0.3 0.3
H 0.4 0.4 -0.1
H -0.2 0.1 0.2
C -0.1 0.5 0.8
O 0.2 -0.3 -0.2
H 0.1 -0.1 -0.3
H -0.2 -0.1 -0.1
H 0.2 -0.1 -0.1
H -0.1 0.2 -0.1
C -0.6 0.4 0.2
O 0.4 -0.6 0.1
H 0.0 -0.3 0.1
H 0.1 0.0 -0.1
H 0.1 0.1 -0.2
H 0.0 0.2 -0.1
C -0.2 -0.4 0.1
O 0.2 0.3 0.1
H 0.1 0.0 -0.2
H 0.4 0.1 0.0
H -0.2 0.1 0.0
H 0.0 0.0 0.1
C 0.7 -0.6 -0.5
O -0.5 0.5 0.2
H -0.1 -0.2 0.0
H -0.1 -0.1 0.2
H -0.1 0.6 -0.1
H 0.1 -0.3 0.2
C 0.3 0.0 0.3
O -0.3 -0.2 -0.1
H 0.0 0.0 0.2
H 0.2 -0.1 -0.1
H -0.2 0.3 -0.4
H -0.1 0.1 0.1
C 0.6 -0.8 -0.1
O 0.0 0.0 -0.1
H -0.1 0.3 0.0
H -0.1 0.3 0.0
H -0.3 0.2 0.1
H -0.1 0.0 0.0
C 0.6 0.5 -0.3
O -0.1 0.1 0.2
H -0.4 -0.4 -0.1
H 0.1 -0.1 0.2
H -0.1 0.0 -0.2
H 0.0 0.0 0.1

Output
Energy above the lowest of the compared OMol25 structures with the same formula, charge and spin (kJ/mol): 459.0
E (Ha): -1624.4936
SMILES: CC(C)O.CC(C)O.CC(C)O.CO.CO.CO.CO.CO.CO.CO.CO.CO
Multiplicity: 1
Kohn-Sham gap (eV): 9.9
HOMO (eV): -9.65